11 unconnected molecules or ions with the total composition C81H176N8O11. Source: the Open Molecules 2025 dataset; level of theory: the ωB97M-V functional and the def2-TZVPD basis.

Kohn-Sham gap, Ha: 0.316
HOMO level, eV: -8.21
Multiplicity: 1
SMILES: CC1(C)CCCC(C)(C)N1O.CC1(C)CCCC(C)(C)N1O.CC1(C)CCCC(C)(C)N1O.CC1(C)CCCC(C)(C)N1O.CC1(C)CCCC(C)(C)N1O.CC1(C)CCCC(C)(C)N1O.CC1(C)CCCC(C)(C)N1O.CC1(C)CCCC(C)(C)N1O.CC(C)O.CC(C)O.CC(C)O
ΔE to the lowest compared entry with this formula, charge and spin, kJ/mol: 0.0

CARTESIAN COORDINATES (ANGSTROEM)
C: 4.1033 4.4251 6.9826
C: 4.0375 4.8727 5.5043
C: 4.8526 3.8586 4.6642
C: 2.5615 4.8880 5.0760
C: 2.3853 5.6772 3.7938
C: 3.0155 7.0762 3.9046
C: 4.4756 7.0415 4.3173
C: 5.3374 6.5932 3.0952
C: 4.9221 8.4490 4.6266
N: 4.5510 6.2335 5.5426
O: 5.9009 6.1356 5.8275
H: 3.4860 5.0555 7.5849
H: 3.5505 3.4744 7.0946
H: 5.1304 4.4146 7.3186
H: 4.4032 2.8621 4.9160
H: 4.7330 3.9434 3.5939
H: 5.9421 3.8517 4.7545
H: 2.1479 3.9064 4.8629
H: 2.0137 5.3658 5.8506
H: 2.7796 5.0625 2.9656
H: 1.3295 5.7900 3.5504
H: 2.5526 7.6753 4.7218
H: 2.8533 7.6886 3.0150
H: 5.3308 7.3938 2.3353
H: 4.9855 5.7259 2.5313
H: 6.3871 6.4690 3.4496
H: 4.8019 9.0541 3.7171
H: 5.9535 8.5117 5.0056
H: 4.3097 8.8427 5.4560
H: 6.2754 5.4883 5.2504
C: -5.0958 2.6220 -2.0900
C: -5.2859 1.1974 -2.5815
C: -5.5542 1.2744 -4.1168
C: -3.9020 0.5094 -2.3622
C: -4.1000 -0.9770 -2.5387
C: -5.1651 -1.4479 -1.5916
C: -6.4881 -0.8539 -1.8182
C: -7.1854 -1.3022 -3.1243
C: -7.4647 -1.1958 -0.6816
N: -6.2111 0.5349 -1.7234
O: -7.4355 1.2314 -1.8769
H: -4.2053 3.0785 -2.5177
H: -5.8793 3.3053 -2.4320
H: -5.1994 2.6464 -0.9928
H: -5.4499 0.3017 -4.6043
H: -6.4560 1.6870 -4.4827
H: -4.6913 1.8683 -4.5071
H: -3.0860 0.8803 -3.0044
H: -3.6575 0.6535 -1.2937
H: -4.2829 -1.2531 -3.5742
H: -3.1641 -1.5674 -2.2561
H: -4.8275 -1.1435 -0.5869
H: -5.2516 -2.5303 -1.5704
H: -7.3016 -2.3881 -3.0727
H: -6.6593 -1.1945 -4.0803
H: -8.1600 -0.8730 -3.2326
H: -6.9687 -0.9838 0.2549
H: -7.5760 -2.2934 -0.7679
H: -8.4557 -0.7537 -0.7256
H: -7.6498 1.3195 -2.7861
C: 2.5170 -4.7713 -5.8036
C: 1.4060 -4.0426 -6.6109
C: 2.0268 -3.8350 -7.9683
C: 0.1052 -4.9898 -6.7531
C: -0.6088 -5.1532 -5.4668
C: -1.0034 -3.8105 -4.9483
C: 0.1787 -2.8329 -4.8172
C: -0.3143 -1.3900 -4.5464
C: 1.0169 -3.1997 -3.6043
N: 0.8561 -2.7775 -6.1135
O: 1.8981 -1.8615 -5.9183
H: 2.8825 -5.5879 -6.3664
H: 3.3448 -4.1268 -5.5100
H: 2.1352 -5.1436 -4.8533
H: 2.9435 -3.2289 -8.0277
H: 2.1904 -4.8107 -8.4251
H: 1.3718 -3.3031 -8.6582
H: -0.5120 -4.4546 -7.4769
H: 0.4779 -5.9243 -7.1727
H: -1.4062 -5.8950 -5.5310
H: 0.1071 -5.6226 -4.7592
H: -1.4486 -3.9239 -3.9632
H: -1.7378 -3.3368 -5.6739
H: 0.5571 -0.8047 -4.2969
H: -1.0916 -1.4885 -3.8008
H: -0.7144 -0.9698 -5.4815
H: 2.0074 -2.6877 -3.6775
H: 1.1133 -4.2537 -3.4635
H: 0.5704 -2.8737 -2.6694
H: 1.8113 -1.2429 -6.6753
C: -1.8421 -0.0224 0.8143
C: -0.3133 -0.3389 0.8100
C: -0.0748 -1.6480 1.6676
C: 0.2059 -0.6804 -0.5913
C: 1.7125 -0.4547 -0.7604
C: 2.0596 0.9489 -0.3563
C: 1.6538 1.1813 1.0817
C: 2.5531 0.3068 2.0527
C: 1.7357 2.7063 1.3672
N: 0.2746 0.8930 1.2382
O: -0.0725 1.0676 2.5620
H: -2.3805 -0.8422 0.2912
H: -2.2768 0.2427 1.7626
H: -2.0107 0.8061 0.1158
H: -0.8678 -2.3815 1.4373
H: 0.9479 -2.0559 1.4850
H: -0.0055 -1.4112 2.7082
H: 0.0130 -1.7628 -0.8043
H: -0.3435 -0.0784 -1.2930
H: 2.2808 -1.2048 -0.1735
H: 2.0199 -0.6306 -1.7706
H: 1.4926 1.6551 -0.9353
H: 3.0870 1.2657 -0.4108
H: 3.0932 -0.4852 1.5211
H: 1.9566 -0.1822 2.8385
H: 3.2798 0.8983 2.6054
H: 1.0761 3.0260 2.1235
H: 1.4111 3.2285 0.4681
H: 2.7465 3.0467 1.6892
H: -0.8558 1.6433 2.5378
C: 1.5689 2.0780 -3.6678
C: 1.1019 3.4164 -4.2624
C: 2.3536 4.1530 -4.8148
C: 0.2515 3.1011 -5.4498
C: -1.0990 2.5346 -5.0158
C: -1.7262 3.6220 -4.1647
C: -0.9288 4.0053 -2.9138
C: -1.5308 5.2818 -2.3622
C: -0.9755 2.9840 -1.8091
N: 0.4188 4.4045 -3.4123
O: 1.1974 4.5749 -2.2664
H: 2.1594 1.4582 -4.3866
H: 2.2227 2.2862 -2.8183
H: 0.8089 1.3977 -3.2673
H: 2.8524 3.5594 -5.5740
H: 2.1621 5.0735 -5.3067
H: 3.0022 4.3561 -3.9551
H: 0.0574 3.9952 -6.0487
H: 0.7151 2.3282 -6.0928
H: -1.7232 2.2058 -5.8417
H: -1.0302 1.6105 -4.4376
H: -2.7575 3.3543 -3.9413
H: -1.7602 4.5567 -4.7295
H: -1.6138 6.0406 -3.1892
H: -1.0268 5.6573 -1.4765
H: -2.6057 5.1113 -2.1067
H: -0.7079 1.9918 -2.1387
H: -2.0199 2.9190 -1.5011
H: -0.3656 3.3209 -0.9813
H: 1.3588 5.4996 -2.1885
C: 5.8831 3.5440 0.6853
C: 6.8224 2.2918 0.5360
C: 6.9927 1.7799 1.9460
C: 6.2086 1.2891 -0.4208
C: 7.1458 0.1811 -0.7832
C: 8.3260 0.8061 -1.4286
C: 9.1355 1.8583 -0.5166
C: 9.8939 1.2124 0.6294
C: 10.0240 2.6229 -1.4214
N: 8.0437 2.7817 -0.1295
O: 8.6061 3.6720 0.8349
H: 4.8651 3.2302 0.9002
H: 6.2161 4.2255 1.4329
H: 5.7938 4.0891 -0.2653
H: 7.6276 2.4936 2.4500
H: 5.9820 1.6504 2.4356
H: 7.3996 0.8029 2.1161
H: 5.2900 0.9745 0.0661
H: 5.7816 1.8205 -1.2595
H: 7.4100 -0.2622 0.1653
H: 6.7341 -0.5802 -1.4625
H: 8.0447 1.4328 -2.2524
H: 9.1263 0.1387 -1.7879
H: 10.1554 1.9746 1.3550
H: 10.8351 0.8308 0.2390
H: 9.4189 0.3726 1.1246
H: 9.4805 3.3191 -2.0892
H: 10.5837 1.8929 -1.9736
H: 10.6644 3.2339 -0.7899
H: 8.4659 4.5526 0.4139
C: -3.5354 -2.8190 2.8380
C: -5.0056 -2.6171 3.2000
C: -5.8514 -3.1081 2.0455
C: -5.4129 -3.4465 4.4607
C: -4.8515 -2.8551 5.7956
C: -5.2649 -1.3978 5.8842
C: -4.7930 -0.5763 4.6701
C: -5.4277 0.8063 4.7061
C: -3.3121 -0.3728 4.7619
N: -5.3728 -1.1928 3.4746
O: -4.8017 -0.4592 2.3526
H: -3.4277 -3.8469 2.4903
H: -3.2818 -2.1854 2.0013
H: -2.8305 -2.5506 3.6410
H: -6.8257 -2.6148 2.1548
H: -5.3814 -2.8138 1.0952
H: -6.0174 -4.1876 2.1029
H: -6.5048 -3.4300 4.3965
H: -5.0706 -4.4875 4.4188
H: -5.3299 -3.4109 6.6193
H: -3.7724 -3.0999 5.8183
H: -4.8962 -0.9051 6.7831
H: -6.3588 -1.2824 5.8945
H: -5.0420 1.3711 3.8837
H: -5.1207 1.2537 5.6648
H: -6.5343 0.7636 4.6523
H: -3.0394 0.4801 5.3338
H: -2.8168 -0.2037 3.7847
H: -2.7635 -1.2260 5.1685
H: -5.5143 0.1554 2.0923
C: -4.7294 -7.1516 -3.1279
C: -5.1731 -6.0537 -2.1656
C: -6.3550 -5.3059 -2.7802
C: -5.6250 -6.6098 -0.8375
C: -4.4960 -7.2373 -0.0771
C: -3.4933 -6.1030 0.2179
C: -3.0333 -5.4119 -1.0853
C: -2.3172 -4.1541 -0.7270
C: -2.0718 -6.3830 -1.8699
N: -4.2340 -4.9728 -1.8190
O: -3.7968 -4.4700 -3.1179
H: -4.0731 -6.7990 -3.9453
H: -4.2316 -7.9665 -2.6516
H: -5.5961 -7.4393 -3.6993
H: -6.6810 -4.5215 -2.0980
H: -6.1263 -4.9935 -3.7981
H: -7.1282 -6.0712 -2.8076
H: -5.9321 -5.7746 -0.2241
H: -6.4836 -7.2904 -0.9333
H: -4.7833 -7.6155 0.9096
H: -4.0463 -8.1046 -0.5537
H: -2.5389 -6.4382 0.7143
H: -4.0696 -5.3324 0.7508
H: -1.7890 -3.6140 -1.5305
H: -1.5726 -4.2791 0.0602
H: -3.0562 -3.4368 -0.3425
H: -1.0786 -6.2946 -1.4356
H: -1.9320 -5.9785 -2.8638
H: -2.3631 -7.4276 -1.9089
H: -3.6598 -3.5308 -2.8973
C: 0.5097 -0.9602 5.7836
C: 0.3491 -2.4538 6.1183
C: 0.8464 -3.4087 5.0519
O: 0.9761 -2.7941 7.3563
H: 0.0311 -0.8055 4.8341
H: 1.5296 -0.6443 5.6555
H: 0.0485 -0.2894 6.4851
H: -0.6767 -2.7128 6.3092
H: 1.9319 -3.3069 4.8422
H: 0.3528 -3.2764 4.0865
H: 0.6659 -4.4395 5.3581
H: 1.9217 -2.5886 7.2078
C: -1.0601 4.9596 1.9388
C: -2.2895 4.2675 2.4552
C: -3.3221 3.9013 1.4102
O: -1.9454 3.1458 3.2900
H: -0.3823 5.2614 2.7115
H: -1.4140 5.7615 1.3244
H: -0.5504 4.3785 1.1750
H: -2.8992 4.8661 3.1784
H: -3.0351 3.2819 0.5733
H: -3.7056 4.8171 1.0252
H: -4.1277 3.4310 1.9887
H: -2.7679 2.8670 3.7364
C: 3.0378 -3.9019 1.2411
C: 4.5281 -3.8190 1.1090
C: 5.0057 -2.6028 0.2878
O: 5.0975 -3.6507 2.3911
H: 2.6637 -2.9526 1.5754
H: 2.6418 -4.6703 1.9057
H: 2.6113 -3.9824 0.2688
H: 5.0124 -4.7017 0.6822
H: 4.5742 -2.7125 -0.6952
H: 6.0883 -2.5064 0.2960
H: 4.5540 -1.7137 0.7301
H: 4.9687 -2.7056 2.5223